1.
# C5H12N2

The molecule C5H12N2 at a distorted geometry (ωB97M-V/def2-TZVPD, the OMol25 dataset).

```
19
Properties=species:S:1:pos:R:3:forces:R:3:mulliken_charge:R:1
C -0.917213 -0.000687 -2.393592 -0.0111 0.4715 -0.0578 -1.1057
C -1.218239 1.031719 -1.315331 -0.1067 -0.0874 0.5477 -0.6667
C -0.099310 1.299243 -0.294240 -0.7063 1.3712 -0.5610 -0.6908
C 0.457997 0.191807 0.533119 -0.1189 0.4894 -0.3796 0.1950
C -0.219255 -0.924480 0.771581 0.0208 -0.9970 1.4463 -0.1853
N 0.335155 -1.905433 1.709439 -0.0280 0.7659 -0.5856 -0.6634
N 1.738248 0.420102 1.099770 -0.5638 -0.4636 0.8767 -0.5966
H -1.878840 -0.330086 -2.767389 0.0075 -0.5181 -0.2568 0.2915
H -0.335453 0.345128 -3.247179 -0.0004 0.4231 0.0531 0.3462
H -0.333098 -0.805314 -1.968418 -0.2157 -0.4587 0.1024 0.3268
H -1.554217 2.000061 -1.701495 0.3751 -0.0698 -0.3124 0.4185
H -2.112592 0.715913 -0.776896 0.0053 -0.3501 0.1782 0.3035
H -0.555321 2.038836 0.382587 0.2824 -0.0801 0.1923 0.3102
H 0.659453 1.886369 -0.824555 0.4002 -0.4152 0.2065 0.3672
H -1.258023 -1.139963 0.546752 0.1530 0.5310 -0.8052 0.3173
H -0.421241 -2.220162 2.300029 0.1189 -0.3637 0.0319 0.2537
H 0.697174 -2.678586 1.166907 -0.0032 -0.2769 0.2828 0.2051
H 1.806987 1.346867 1.510811 -0.0692 0.2524 -0.5637 0.2578
H 1.749503 -0.191634 1.923421 0.4601 -0.2238 -0.3958 0.3156
```
Positions in Å, forces in eV/Å.

Values from the calculation:
HOMO-LUMO gap   9.14 eV
ΔE to the lowest compared entry with this formula, charge and spin   95.1 kJ/mol
SMILES   CCC/C(N)=C/N
E_LUMO   1.1 eV
HOMO energy   -0.2970 hartree

***

2.
# C61H49ClF9GeMoN6O3P2

A structure of composition C61H49ClF9GeMoN6O3P2 at a distorted geometry (ωB97M-V/def2-TZVPD, the OMol25 dataset).

```
133
Properties=species:S:1:pos:R:3:forces:R:3:mulliken_charge:R:1
Mo 0.064688 0.090472 0.380860 0.4833 -1.1856 -0.3921 -0.5103
N -0.443143 -3.332196 3.085231 -0.0360 -0.0960 0.0876 0.2899
C -0.460555 -2.639828 1.965846 -0.0218 0.0392 -0.1051 -1.9545
N -0.402216 -1.327134 1.948809 0.0186 0.0189 0.2921 0.5562
C -0.340259 -0.629406 3.159226 -0.3638 -0.1031 -0.1521 -0.2016
N -0.607900 0.635264 3.150399 0.1324 0.0347 -0.0427 -0.5934
N -1.137318 0.953824 1.878642 -0.4355 0.2494 0.0462 1.5631
C -2.126484 1.765061 1.963321 -0.0613 -0.0872 0.0968 -1.1504
C -3.238248 1.817672 1.019446 0.0416 0.1257 0.0190 0.1106
C -4.177847 2.829526 1.148883 0.0002 0.1188 -0.0227 -0.7723
C -5.391503 2.695428 0.489973 0.0295 0.0583 -0.0122 -0.9067
C -5.616103 1.540793 -0.232139 0.0458 -0.0421 -0.0561 -0.9166
C -4.600919 0.588148 -0.315376 0.0273 0.0960 -0.1578 -0.1264
N -3.423615 0.719013 0.276154 -0.0192 0.0756 0.0640 0.4863
C -0.091274 -1.359566 4.384873 0.1029 0.1066 -0.0112 1.2439
C 0.155591 -0.734152 5.609571 0.0153 0.0296 -0.0029 -0.6257
C 0.319870 -1.497545 6.743380 0.0129 -0.0082 0.0070 -0.9044
C 0.229464 -2.890852 6.670022 -0.0149 0.0005 0.0041 -0.6787
C -0.021512 -3.521190 5.468862 0.0269 -0.0310 -0.0154 -0.8642
C -0.179297 -2.744683 4.327368 -0.0524 -0.0919 -0.0160 0.0879
H -0.477284 -4.338763 3.023085 0.0380 -0.0408 -0.0442 0.4248
H -0.546385 -3.173163 1.030495 0.0385 -0.0075 -0.0174 1.0077
H -2.239564 2.283230 2.913506 -0.0781 -0.0859 0.0426 0.5164
H -3.966079 3.688471 1.773782 -0.0177 -0.0197 0.0111 0.5833
H -6.152137 3.460506 0.569838 0.0084 -0.0099 0.0060 0.5018
H -6.565091 1.358418 -0.717317 0.0188 0.0024 -0.0170 0.5008
H -4.762590 -0.325856 -0.871433 0.0237 -0.0507 -0.0625 0.2970
H 0.210632 0.345632 5.645794 -0.0079 -0.0099 0.0076 0.5622
H 0.512435 -1.021194 7.694595 0.0028 -0.0067 -0.0058 0.4827
H 0.352811 -3.484822 7.565422 0.0143 0.0034 -0.0070 0.4491
H -0.083380 -4.600782 5.407593 -0.0127 0.0121 0.0140 0.4931
N 1.498775 2.741765 -0.240641 -0.0106 -0.0995 -0.0309 0.5378
P 1.274184 2.128960 1.304243 0.0894 0.3066 0.0171 2.2130
C 2.815918 1.958270 2.212657 -0.0564 -0.0945 0.0151 0.0459
C 3.743684 2.998355 2.179420 0.0140 -0.0056 -0.0030 -0.6755
C 4.943445 2.865202 2.856175 -0.0007 0.0086 -0.0175 -0.9605
C 5.211015 1.705545 3.576483 -0.0229 -0.0101 0.0025 -0.6649
C 4.280275 0.677882 3.624847 0.0114 0.0181 0.0076 -0.7977
C 3.080820 0.803466 2.939334 0.0097 0.0185 -0.0068 0.3470
C 0.397342 3.455182 2.165059 0.0299 -0.0146 0.0253 0.2664
C 0.474059 3.555417 3.554338 0.0430 -0.0054 -0.0214 -0.4864
C -0.179180 4.585806 4.210256 -0.0308 0.0007 -0.0064 -0.7470
C -0.907504 5.522193 3.485040 0.0030 -0.0175 0.0129 -0.7098
C -0.990695 5.423357 2.103123 -0.0098 -0.0344 -0.0217 -0.7592
C -0.344434 4.387869 1.440978 -0.0689 -0.0292 0.0060 -0.0569
P 1.657109 1.327260 -1.254989 0.5968 1.0037 -0.0425 1.4912
C 1.380303 2.072271 -2.888536 -0.1009 -0.1645 -0.0551 0.8881
C 1.947087 1.500626 -4.031678 -0.0345 -0.0133 0.0203 -1.1321
C 1.804791 2.125484 -5.260127 0.0074 -0.0249 0.0154 -0.4861
C 1.100879 3.319134 -5.362545 -0.0089 0.0016 -0.0054 -0.7996
C 0.546304 3.894718 -4.230355 -0.0197 0.0014 0.0019 -0.6525
C 0.687225 3.275285 -2.996773 0.0557 0.0047 0.0078 -0.3506
C 3.459993 1.141633 -1.138638 -0.0980 -0.2480 -0.1178 0.2351
C 4.284638 2.022206 -1.840537 0.0247 0.0731 -0.0090 -0.6112
C 5.647689 2.036393 -1.589915 -0.0490 0.0374 -0.0177 -1.0044
C 6.190073 1.182651 -0.637888 -0.0125 -0.0361 0.0297 -1.0217
C 5.370135 0.312612 0.063582 0.0150 0.0557 -0.0003 -0.8380
C 4.006209 0.292516 -0.188771 -0.0788 0.0517 0.0158 0.9331
H 2.107772 3.544501 -0.384536 -0.0193 0.0092 -0.0383 0.5614
H 3.535660 3.908864 1.627445 0.0217 -0.0041 0.0048 0.4785
H 5.671607 3.664759 2.824897 -0.0069 -0.0063 -0.0002 0.4827
H 6.151679 1.605228 4.101926 -0.0059 0.0051 -0.0019 0.4360
H 4.492882 -0.224874 4.182539 -0.0091 0.0054 -0.0093 0.5266
H 2.363088 -0.006530 2.956828 -0.0183 -0.0733 -0.0127 -0.4165
H 1.050123 2.832006 4.117391 0.0152 0.0274 0.0052 0.3727
H -0.111546 4.668190 5.287017 0.0074 0.0012 -0.0130 0.4740
H -1.401153 6.336912 3.998497 -0.0025 -0.0114 -0.0012 0.4345
H -1.549942 6.158499 1.539299 0.0074 0.0002 -0.0049 0.5087
H -0.413311 4.305451 0.363650 0.0239 0.0220 -0.0155 0.2396
H 2.514822 0.582912 -3.958521 -0.0027 0.0099 -0.0156 0.6178
H 2.255271 1.682256 -6.138766 -0.0053 0.0069 0.0110 0.4791
H 0.996343 3.805731 -6.323439 0.0013 -0.0070 0.0079 0.4310
H 0.006691 4.829899 -4.305069 0.0052 -0.0093 0.0083 0.4797
H 0.263543 3.737633 -2.114362 -0.0179 0.0132 -0.0171 0.1458
H 3.874343 2.701138 -2.577588 0.0091 -0.0240 -0.0189 0.5712
H 6.286378 2.712173 -2.143331 -0.0045 -0.0057 0.0047 0.4752
H 7.256006 1.190365 -0.450182 -0.0112 0.0065 -0.0005 0.4573
H 5.795159 -0.357445 0.797962 -0.0256 -0.0425 0.0139 0.6517
H 3.360630 -0.396688 0.336971 0.0183 -0.0136 0.0432 -0.7453
Cl 1.788849 -3.104891 -4.269555 -0.1020 0.0872 0.0535 -0.1484
C 0.668835 -2.937679 -2.910563 -0.0056 -0.0302 -0.0464 0.6230
C 0.695728 -1.557866 -2.298087 0.4713 -0.0669 -0.2253 0.0109
O 1.649564 -0.829045 -2.390488 -0.1138 -0.0080 0.1739 -0.3735
O -0.452435 -1.164554 -1.673319 -0.1510 0.3478 -0.0183 1.2067
H -0.334735 -3.215832 -3.223082 0.0022 -0.0176 -0.0357 -0.2667
H 0.982822 -3.637003 -2.148727 0.0149 -0.0099 0.2361 -0.3172
F 4.153731 -2.136506 1.843281 0.0351 0.2086 -0.0440 -0.2294
C 3.149030 -3.017937 1.889459 -0.1437 -0.0953 -0.2118 -0.3065
F 2.208201 -2.474837 2.693735 0.0533 0.0355 0.0836 0.0402
F 3.599324 -4.110379 2.502345 0.1052 -0.0292 0.0407 -0.3216
C 2.535647 -3.291022 0.462665 0.0235 0.0968 -0.0999 1.0656
O 1.618348 -2.369185 0.103660 0.0445 -0.0837 0.2614 0.9330
C 1.933968 -4.754914 0.502825 -0.0726 0.1724 0.0280 -0.1508
F 2.834352 -5.717956 0.400154 0.0823 -0.1061 -0.0203 -0.2712
F 1.028314 -4.914696 -0.471475 -0.0367 -0.0318 -0.0242 -0.2743
F 1.263635 -4.982506 1.659975 -0.2123 0.1124 0.1665 -0.2506
C 3.748436 -3.392971 -0.543980 -0.2378 -0.1939 -0.0495 -0.0097
F 3.414590 -4.146332 -1.605671 -0.1514 0.1167 -0.1069 -0.2938
F 4.089722 -2.198083 -1.003524 0.0720 0.0153 -0.0936 -0.0351
F 4.824554 -3.956243 0.011047 0.1488 0.0091 0.0720 -0.2971
C -0.873270 -0.870885 -4.757556 0.0195 -0.0986 -0.0378 -0.8479
Ge -1.839088 -0.952316 -3.090111 0.2148 -0.0022 0.2789 0.8270
C -2.688705 0.771849 -2.984866 -0.1007 -0.0174 0.2649 -0.3129
C -2.146927 1.909626 -2.403279 -0.2084 -0.0174 0.0198 0.5536
C -2.766890 3.140250 -2.566970 0.0025 -0.0127 0.0716 -0.4254
C -3.925584 3.240143 -3.324798 -0.0206 -0.0054 0.0234 -0.9200
C -4.469968 2.108190 -3.916739 -0.0278 -0.0164 0.0305 -0.9750
C -3.855339 0.875834 -3.744324 0.0262 0.0604 0.0190 -0.4494
C -2.883384 -2.542575 -2.865033 -0.0856 0.0421 -0.0992 0.4493
C -3.172517 -3.204987 -4.033663 -0.0066 -0.1958 0.0924 -0.7614
C -3.934171 -4.395701 -4.025569 0.0284 0.0349 -0.0342 -0.9803
C -4.382397 -4.900944 -2.842645 -0.0108 -0.0065 0.0144 -0.9873
C -4.116482 -4.239001 -1.615710 -0.0322 -0.0359 0.0310 1.0249
C -4.612983 -4.747388 -0.389405 -0.0085 -0.0005 -0.0242 -0.9151
C -4.399770 -4.081886 0.782991 0.0215 0.0208 -0.0034 -1.0757
C -3.671314 -2.872258 0.779412 -0.0156 0.0133 0.0487 -0.2108
C -3.155974 -2.373813 -0.383928 0.1295 -0.0988 -0.1124 0.8949
C -3.363225 -3.040176 -1.617844 -0.1163 -0.0566 -0.0197 -0.0196
H -1.587441 -0.473327 -5.481990 0.0386 0.0174 -0.0147 0.6019
H -0.489167 -1.821160 -5.114393 0.0466 -0.0166 -0.0468 0.4182
H -0.057065 -0.154483 -4.666234 0.0129 0.0221 -0.0501 -0.0291
H -1.243504 1.837575 -1.811284 0.0746 0.0212 0.0476 -0.3247
H -2.343192 4.027412 -2.111475 0.0019 0.0034 0.0045 0.5188
H -4.405152 4.201472 -3.456089 0.0100 -0.0019 -0.0119 0.4722
H -5.370977 2.185099 -4.511379 0.0095 0.0015 0.0028 0.4624
H -4.288519 -0.003671 -4.212423 -0.0129 0.0150 0.0120 0.4637
H -2.799528 -2.835910 -4.983058 -0.0237 -0.0055 -0.0016 0.4086
H -4.148936 -4.900788 -4.957506 0.0050 -0.0037 0.0082 0.4421
H -4.958266 -5.818319 -2.823261 0.0012 0.0112 0.0068 0.4434
H -5.183344 -5.668340 -0.402418 0.0145 0.0090 0.0008 0.4309
H -4.798040 -4.470495 1.711036 -0.0088 0.0106 -0.0079 0.4874
H -3.543533 -2.322951 1.706303 0.0317 -0.0030 -0.0124 0.5225
H -2.606826 -1.439034 -0.367951 -0.0743 -0.0059 0.0288 -0.3373
```
Positions in Å, forces in eV/Å.

Values from the calculation:
Total charge   +2
2S+1   4
HOMO-LUMO gap (spin up / spin down)   6.96 / 6.52 eV
ΔE to the lowest compared entry with this formula, charge and spin   12.8 kJ/mol
E_LUMO (spin up / spin down)   -5.8 / -6.2 eV
Expectation value of S²   3.7848
HOMO energy (spin up / spin down)   -0.4680 / -0.4680 hartree

***

3.
# C4H4N2O

The molecule C4H4N2O (ωB97M-V/def2-TZVPD, the OMol25 dataset).

```
11
Properties=species:S:1:pos:R:3:forces:R:3:mulliken_charge:R:1
N 2.240696 -0.258089 0.092406 -0.4248 0.1261 -0.0764 -0.6275
C 1.013485 -0.027356 -0.058463 0.1686 -0.1713 0.0032 0.6098
C -0.049186 -1.060487 0.105167 -0.0333 -0.0648 0.1208 -0.3365
C -1.395839 -0.698840 0.469841 0.2489 0.2399 0.0739 -0.5970
C -1.588368 0.739438 0.199310 0.0140 0.1889 0.0272 -0.0149
N -0.737936 1.615722 -0.215895 -0.3480 -0.3175 0.1175 -0.2667
O 0.566102 1.240776 -0.404919 0.1431 -0.0557 -0.0188 -0.1840
H 2.800043 0.586387 -0.043527 -0.0699 -0.0686 0.0128 0.2884
H 0.352869 -2.033732 0.391703 -0.1261 0.1492 0.0343 0.4103
H -0.622213 -1.269683 -0.862079 0.3087 -0.0275 -0.2962 0.2848
H -2.579651 1.165867 0.326453 0.1188 0.0013 0.0016 0.4334
```
Positions in Å, forces in eV/Å.

Values from the calculation:
HOMO-LUMO gap   7.98 eV
ΔE to the lowest compared entry with this formula, charge and spin   557.3 kJ/mol
E_LUMO   -1.2 eV
HOMO energy   -0.3391 hartree

***

4.
# C6H20O5

A cluster of 6 separate species, C6H20O5 in total at a distorted geometry (ωB97M-V/def2-TZVPD, the OMol25 dataset).

```
31
Properties=species:S:1:pos:R:3:forces:R:3:mulliken_charge:R:1
C 0.926735 2.324096 1.572479 -0.3360 2.3218 0.2935 -1.3630
C 1.407015 1.369732 0.558871 0.3696 -1.6712 0.9903 0.8009
C 2.349786 1.676301 -0.380192 0.4486 1.1108 -1.1060 -1.0032
C 1.649313 -2.348181 1.087998 0.4086 -0.6984 -1.1121 -1.2642
C 1.903928 -1.017559 0.502592 -0.2557 -0.6071 1.7461 -0.0203
C 0.991525 -0.003932 0.658490 -0.1702 1.0502 -1.6298 0.1093
H 1.594971 3.193281 1.610086 0.0866 -0.1752 -0.1909 0.4059
H -0.036256 2.796981 1.335327 -0.0728 -0.4234 -0.3269 0.3351
H 0.819703 2.053540 2.622985 0.1356 -0.9534 -0.2767 0.3593
H 2.677804 2.696124 -0.552933 -0.1592 0.1782 0.4431 0.3260
H 2.702389 1.063384 -1.203832 -0.1366 -0.6544 0.5212 0.3190
H 0.703187 -2.505067 1.592192 0.0528 0.2846 0.2225 0.3688
H 2.538488 -2.628131 1.653133 -0.1935 0.0458 0.5495 0.3791
H 1.698079 -3.117887 0.300059 -0.1041 0.1605 -0.2337 0.3531
H 2.959918 -0.818004 0.352280 -0.0876 0.2974 -0.6264 0.5045
H -0.070738 -0.180331 0.748919 -0.0708 -0.2914 0.7542 0.3672
H -3.510303 1.903570 -0.018922 -0.1626 0.2919 0.4297 0.3531
H -3.358519 0.591678 0.691876 0.1906 -0.0563 0.1471 0.4109
O -2.965578 1.495711 0.673104 -0.3466 -0.2911 -0.7575 -0.7481
H -3.084419 -1.642087 -0.074733 0.0618 0.1980 0.0794 0.3940
H -3.060996 -1.320782 1.460825 0.0432 -0.3812 0.0006 0.3092
O -3.611036 -1.301510 0.672984 -0.0749 0.3969 0.0257 -0.7197
H -0.709614 1.993578 -1.814282 -0.6576 0.8808 0.4505 0.2547
H -1.828236 1.487195 -0.540772 0.4800 1.0853 -0.1744 0.4007
O -1.193795 1.361373 -1.291698 0.4427 -2.0421 -0.1759 -0.6466
H 1.886555 -2.087280 -2.483984 -0.1610 -0.3858 -0.2633 0.3078
H 0.698664 -1.233871 -2.189141 -0.3086 0.2741 -0.1486 0.2647
O 0.919908 -2.130985 -2.452162 0.5146 0.2458 0.3925 -0.6156
H -1.235694 -1.921656 -1.777592 0.1550 0.2429 -0.2494 0.3259
H -1.771036 -0.402588 -1.676615 0.5119 -0.1309 -0.2009 0.3568
O -1.991740 -1.346700 -1.637330 -0.6039 -0.3030 0.4267 -0.6249
```
Positions in Å, forces in eV/Å.

Values from the calculation:
Total charge   +1
2S+1   2
HOMO-LUMO gap (spin up / spin down)   9.56 / 6.34 eV
ΔE to the lowest compared entry with this formula, charge and spin   0.0 kJ/mol
E_LUMO (spin up / spin down)   -4.6 / -7.8 eV
Expectation value of S²   0.7771
HOMO energy (spin up / spin down)   -0.5201 / -0.5201 hartree